{"formula": "C5H14NS", "method": "ωB97M-V/def2-TZVPD", "smiles": "CSCC[C@@H](C)[NH3+]", "homo_energy_ev": -11.8, "de_lowest_kj_mol": 203.7, "charge": 1, "gap_ev": 8.153, "molar_mass_g_mol": 120.2, "elements": ["C", "S", "C", "C", "C", "C", "N", "H", "H", "H", "H", "H", "H", "H", "H", "H", "H", "H", "H", "H", "H"], "xyz": [[-3.158, -0.324, 0.167], [-1.685, -1.416, 0.153], [-0.641, -0.676, 1.348], [0.859, -0.563, 0.782], [0.877, 0.024, -0.671], [0.635, 1.547, -0.557], [2.370, -0.189, -1.144], [-2.944, 0.754, 0.093], [-3.680, -0.527, -0.734], [-3.835, -0.285, 1.018], [-1.213, 0.203, 1.600], [-0.641, -1.441, 2.213], [1.432, -0.119, 1.573], [1.288, -1.673, 0.823], [0.334, -0.608, -1.450], [0.554, 1.610, 0.612], [1.530, 2.239, -0.932], [-0.211, 2.041, -1.011], [2.433, 0.038, -2.179], [2.790, -1.204, -1.038], [2.905, 0.569, -0.669]], "lowdin_charge": [-0.38, 0.83, -0.52, -0.24, -0.35, -0.03, 0.15, 0.04, 0.02, 0.05, 0.06, 0.10, 0.10, 0.15, 0.14, 0.12, 0.13, 0.08, 0.18, 0.22, 0.16]}